The following is a quantum chemistry calculation of C2H7NO2 in the gas phase, from the Open Molecules 2025 dataset.

Computed properties:
- Highest occupied orbital energy: -9.598 eV
- SMILES: NCC(O)O
- LUMO level: 0.92 eV
- Energy above the lowest of the compared OMol25 structures with the same formula, charge and spin: 1.1735 eV
- Gap between HOMO and LUMO: 10.515 eV
- F_max: 0.9 eV/Å
- Total energy: -285.62868 a.u.

```
! RIJCOSX wB97M-V def2-TZVPD def2/J DEFGRID3
* xyz 0 1
C -0.396 0.661 0.487
C 0.749 -0.067 -0.249
N 0.663 -1.497 0.008
O -0.348 2.030 0.275
O -1.650 0.191 0.051
H -0.730 2.204 -0.594
H -1.809 -0.674 0.438
H -0.278 0.509 1.569
H -0.102 -1.900 -0.525
H 1.514 -1.960 -0.289
H 1.693 0.309 0.149
H 0.693 0.193 -1.319
*
```

natural (NBO) atomic charge list, values in e, 8 entries: 0.3730 -0.2595 -0.8465 -0.7042 -0.7360 0.4731 0.4784 0.1406

The following is a quantum chemistry calculation of a gas-phase ion, C4H7N2 (charge +1) at a distorted geometry, from the Open Molecules 2025 dataset.

Computed properties:
- Highest occupied orbital energy: -15.117 eV
- SMILES: C/[NH+]=C1/[C@@H]2CN12
- LUMO level: -4.59 eV
- Energy above the lowest of the compared OMol25 structures with the same formula, charge and spin: 4.8524 eV
- Gap between HOMO and LUMO: 10.530 eV
- F_max: 8.0 eV/Å
- Total energy: -265.73016 a.u.

```
! RIJCOSX wB97M-V def2-TZVPD def2/J DEFGRID3
* xyz 1 1
C 0.283 0.195 -0.193
C 0.204 2.275 0.235
C 0.874 1.368 -0.717
C -0.748 -2.097 0.377
N -0.640 1.145 -0.148
N 0.389 -1.321 -0.018
H 0.532 2.272 1.268
H -0.131 3.244 -0.122
H 1.124 1.570 -1.747
H -0.564 -2.542 1.357
H -0.920 -2.902 -0.343
H -1.640 -1.474 0.425
H 1.237 -1.733 -0.374
*
```

natural (NBO) atomic charge list, values in e, 8 entries: 0.5008 -0.2156 -0.0348 -0.4295 -0.2229 -0.5086 0.2464 0.2563

The following is a quantum chemistry calculation of a molecular structure, C4H10N3OS at a distorted geometry, from the Open Molecules 2025 dataset.

Computed properties:
- Highest occupied orbital energy: -13.372 eV
- LUMO level: -6.31 eV
- Energy above the lowest of the compared OMol25 structures with the same formula, charge and spin: 3.7908 eV
- Gap between HOMO and LUMO: 7.065 eV
- F_max: 4.3 eV/Å
- Total energy: -795.72033 a.u.

```
! RIJCOSX wB97M-V def2-TZVPD def2/J DEFGRID3
* xyz 1 1
C 1.169 -0.296 0.937
C 2.421 1.425 -0.560
C -2.937 -0.816 -0.059
C -0.986 0.624 0.175
N 1.230 0.795 -0.051
N 0.116 1.226 -0.448
N -1.803 -0.108 -0.598
O -0.025 -0.356 1.430
S 1.807 -1.927 -0.252
H 2.104 -0.248 1.475
H 3.152 1.417 0.196
H 2.120 2.396 -0.865
H 2.936 0.979 -1.369
H -3.533 -1.283 -0.940
H -2.762 -1.527 0.654
H -3.532 -0.092 0.336
H -1.481 1.259 0.866
H -1.339 -0.635 -1.440
H 1.343 -2.834 0.511
*
```

natural (NBO) atomic charge list, values in e, 8 entries: 0.2445 -0.4467 -0.4050 0.3514 0.0551 -0.0058 -0.5360 -0.5853

The following is a quantum chemistry calculation of a molecular structure, C22H40BrF9K2MgN2O14PS at a distorted geometry, from the Open Molecules 2025 dataset.

Computed properties:
- Highest occupied orbital energy: -8.825 eV
- LUMO level: -7.52 eV
- Gap between HOMO and LUMO: 1.306 eV
- F_max: 9.1 eV/Å
- Total energy: -7636.54949 a.u.

```
! RIJCOSX wB97M-V def2-TZVPD def2/J DEFGRID3
* xyz 1 1
C 8.020 -3.481 1.692
C 8.071 -2.331 1.996
C 8.088 -0.885 2.267
C 6.854 -0.291 1.556
C 6.979 1.183 1.128
C 5.685 1.865 0.585
O 4.556 1.456 1.382
C 3.506 0.920 0.684
Br 3.982 -0.628 -0.484
C 2.457 0.384 1.814
N 3.223 0.337 3.109
C 1.198 1.243 1.906
C 0.268 0.687 3.024
C -1.051 0.142 2.452
C -0.790 -0.994 1.445
H 7.699 -4.391 1.246
H 7.914 -0.793 3.340
H 9.031 -0.425 1.992
H 5.980 -0.500 2.188
H 6.724 -0.868 0.636
H 7.806 1.284 0.428
H 7.281 1.741 2.018
H 5.528 1.746 -0.484
H 5.814 2.933 0.761
H 3.027 1.644 0.028
H 2.205 -0.690 1.576
H 3.224 -0.596 3.505
H 2.861 1.007 3.765
H 0.693 1.241 0.944
H 1.513 2.256 2.173
H 0.723 -0.157 3.545
H 0.056 1.452 3.814
H -1.563 -0.304 3.302
H -1.655 0.947 2.041
H -1.376 -1.880 1.672
H -1.068 -0.656 0.451
H 0.251 -1.320 1.442
K 4.175 -1.802 1.749
C -3.945 1.626 -2.299
C -3.569 0.273 -1.674
C -2.378 -0.477 -2.289
F -2.561 -0.767 -3.584
F -2.208 -1.658 -1.636
F -4.658 -0.495 -1.644
F -3.224 0.531 -0.369
O -5.004 1.642 -3.257
C -4.723 1.323 -4.542
C -5.395 -0.003 -4.943
F -5.079 -0.994 -4.133
F -4.984 -0.388 -6.189
F -3.412 1.318 -4.747
F -5.220 2.341 -5.331
H -4.334 2.228 -1.480
H -3.070 2.166 -2.661
H -1.454 0.103 -2.187
H -6.492 0.098 -4.947
C -4.509 5.228 -7.313
C -5.966 5.631 -7.347
O -5.950 7.048 -7.177
S -4.621 7.654 -7.852
O -4.943 8.126 -9.144
O -3.968 8.460 -6.895
O -3.821 6.271 -8.007
H -4.132 5.193 -6.290
H -4.329 4.270 -7.796
H -6.549 5.158 -6.560
H -6.419 5.410 -8.317
C 0.455 -7.448 6.479
O 0.462 -6.985 5.121
P 1.232 -5.571 4.802
O 2.583 -5.818 5.369
O 0.273 -4.698 5.805
C -1.161 -4.806 5.742
O 1.588 -4.241 3.854
C 1.687 -2.983 4.481
H 0.906 -8.437 6.498
H 0.992 -6.786 7.152
H -0.582 -7.524 6.806
H -1.531 -5.072 6.730
H -1.488 -5.558 5.027
H -1.578 -3.839 5.462
H 2.208 -3.044 5.437
H 0.697 -2.544 4.618
H 2.253 -2.349 3.792
F -6.719 -0.943 -1.507
K -5.492 0.521 -7.727
O -1.998 0.811 5.503
H -2.026 1.569 4.892
Mg 0.274 2.358 5.452
N -0.997 1.150 -6.465
O -1.293 2.310 -6.114
O -1.571 0.634 -7.453
O -0.145 0.507 -5.835
*
```

Löwdin atomic charge list, values in e, 8 entries: 0.1215 -0.1484 -0.1793 -0.2556 -0.1281 -0.1641 -0.1788 -0.5820

The following is a quantum chemistry calculation of a molecular structure, C3H6O4Sm at a distorted geometry, from the Open Molecules 2025 dataset.

Computed properties:
- Highest occupied orbital energy (spin up / spin down): -12.063 / -14.146 eV
- Expectation value of S²: 15.761
- LUMO level (spin up / spin down): -4.45 / -4.73 eV
- Energy above the lowest of the compared OMol25 structures with the same formula, charge and spin: 0.4119 eV
- Gap between HOMO and LUMO (spin up / spin down): 7.611 / 9.420 eV
- F_max: 5.3 eV/Å
- Total energy: -1076.53401 a.u.

```
! RIJCOSX wB97M-V def2-TZVPD def2/J DEFGRID3
* xyz 1 8
O 2.322 -0.183 -1.263
O 4.129 -0.827 -0.084
C 3.155 0.023 -0.333
O 3.050 1.051 0.395
H -1.953 1.678 0.126
Sm 1.048 1.789 -0.665
O -1.271 1.069 -0.180
H 4.005 -1.639 -0.595
C -1.639 -0.294 0.058
C -2.988 -0.516 0.593
H -1.525 -0.596 1.290
H -3.793 -0.542 -0.147
H -1.207 -0.909 -0.741
H -3.332 -0.105 1.546
*
```

Löwdin atomic charge list, values in e, 8 entries: -0.1496 0.1795 -0.8260 -0.1480 0.1083 1.7491 -0.2432 0.1444